Formula: C35H34N2O3S2Tc
Source: the Open Molecules 2025 dataset
Level of theory: ωB97M-V/def2-TZVPD

For the HOMO energy (alpha / beta), the calculation gives -6.01 / -7.31 eV. For the energy above the lowest of the compared OMol25 structures with the same formula, charge and spin, the calculation gives 0.0000 eV. As for the spin multiplicity: 4. The calculation puts the LUMO energy (alpha / beta) at -0.1 / -0.7 eV. For the molar mass, the calculation gives 692.80 g mol⁻¹.

Each line ends with the Löwdin spin population.
Element x y z (Å)
Tc -0.234 -0.335 -0.718  1.70
C 0.196 -3.504 2.260  0.00
C -0.310 -2.277 1.546  0.01
N 0.313 -1.875 0.454  0.00
N 1.381 -2.649 0.059  0.01
C 1.776 -2.543 -1.155  0.02
S 1.013 -1.572 -2.375  0.04
S 3.196 -3.470 -1.643  0.01
C 4.497 -2.622 -0.646  0.00
C 4.563 -3.057 0.787  0.00
C 5.189 -4.251 1.136  0.00
C 5.242 -4.658 2.459  0.00
C 4.674 -3.870 3.451  0.00
C 4.049 -2.679 3.112  0.00
C 3.993 -2.274 1.786  0.00
C -1.454 -1.593 2.106  0.01
C -2.155 -2.207 3.170  0.00
C -3.217 -1.614 3.800  0.01
C -3.634 -0.338 3.404  0.00
C -2.995 0.293 2.369  0.01
C -1.924 -0.313 1.678  0.01
O -1.408 0.335 0.674  0.11
H 1.154 -3.800 1.851  0.00
H -0.505 -4.332 2.141  0.00
H 0.308 -3.296 3.323  0.00
H 4.316 -1.552 -0.738  0.00
H 5.411 -2.876 -1.181  0.00
H 5.630 -4.864 0.358  0.00
H 5.728 -5.589 2.722  0.00
H 4.732 -4.174 4.489  0.00
H 3.604 -2.062 3.883  0.00
H 3.503 -1.347 1.517  0.00
H -1.862 -3.196 3.489  0.00
H -3.722 -2.129 4.606  0.00
H -4.463 0.145 3.904  0.00
H -3.305 1.274 2.033  0.00
C -2.172 -2.799 -1.778  0.00
O -2.222 -1.450 -1.326  0.01
C -2.922 -0.549 -2.173  0.00
C -1.999 0.133 -3.164  0.00
O -1.085 0.953 -2.438  0.03
C -0.153 1.618 -3.297  0.00
H -3.183 -3.169 -1.970  0.00
H -1.723 -3.384 -0.978  0.00
H -1.565 -2.903 -2.680  0.00
H -3.361 0.209 -1.522  0.00
H -3.715 -1.069 -2.715  0.00
H -2.593 0.754 -3.842  0.00
H -1.444 -0.605 -3.755  0.00
H -0.691 2.268 -3.992  0.00
H 0.444 0.893 -3.856  0.00
H 0.503 2.202 -2.662  0.00
C 1.398 0.734 -0.293  0.18
C 2.412 1.396 -0.082  0.12
C 3.566 2.161 0.080  0.33
C 4.303 2.185 1.319  0.02
C 4.007 1.252 2.331  0.08
C 4.689 1.263 3.530  -0.01
C 5.685 2.203 3.766  0.09
C 5.980 3.146 2.788  -0.01
C 5.299 3.146 1.586  0.08
C 3.995 2.935 -1.102  0.03
C 5.309 2.886 -1.578  0.03
C 5.686 3.614 -2.696  0.00
C 4.760 4.407 -3.359  0.03
C 3.453 4.465 -2.898  0.00
C 3.073 3.732 -1.785  0.03
H 3.230 0.519 2.145  0.00
H 4.448 0.534 4.294  0.00
H 6.220 2.214 4.707  0.01
H 6.743 3.892 2.973  0.00
H 5.511 3.910 0.852  0.00
H 6.030 2.255 -1.076  0.00
H 6.708 3.559 -3.048  0.00
H 5.059 4.980 -4.228  0.00
H 2.728 5.093 -3.401  0.00
H 2.065 3.799 -1.396  0.00